# 1
The following is a quantum chemistry calculation of a cluster of 3 separate species, H5O2S in total, from OMol25.

- total charge = -1
- ΔE to the lowest compared entry with this formula, charge and spin (kcal per mole) = 2.78
- gap between HOMO and LUMO (eV) = 7.312

Atoms and positions in Å:
S  -0.16  -0.62  0.78
H  -0.24  0.71  0.62
H  -2.45  -0.76  0.24
H  -2.52  -0.85  -1.22
O  -3.12  -0.91  -0.47
H  3.29  1.41  0.21
H  2.20  0.35  0.14
O  3.01  0.68  -0.30


# 2
The following is a quantum chemistry calculation of a structure of composition C38H31CoN4O4P2, from OMol25.

- total charge = +1
- multiplicity = 4
- ΔE to the lowest compared entry with this formula, charge and spin (kcal per mole) = 0.00
- gap between HOMO and LUMO (alpha / beta) (eV) = 7.947 / 8.177
- <S²> = 3.76

Atoms and positions in Å:
Co  -0.39  -0.04  -1.18
C  2.85  0.17  1.96
N  1.79  -0.08  0.98
P  1.96  -0.62  -0.63
C  3.58  -0.11  -1.25
C  3.67  0.76  -2.34
C  4.91  1.13  -2.84
C  6.07  0.64  -2.26
C  5.99  -0.24  -1.19
C  4.75  -0.62  -0.69
C  2.14  -2.42  -0.53
C  2.15  -3.17  -1.71
C  2.26  -4.55  -1.67
C  2.35  -5.20  -0.44
C  2.34  -4.46  0.74
C  2.23  -3.08  0.69
P  0.12  0.21  1.20
C  -0.38  -0.62  2.71
C  -0.55  0.05  3.92
C  -0.92  -0.67  5.06
C  -1.11  -2.04  4.98
C  -0.95  -2.71  3.78
C  -0.59  -2.00  2.64
C  -0.13  1.99  1.52
C  -1.44  2.44  1.38
C  -1.73  3.79  1.52
C  -0.71  4.70  1.80
C  0.60  4.25  1.94
C  0.89  2.90  1.80
H  3.28  -0.76  2.34
H  2.44  0.71  2.81
H  3.65  0.77  1.52
H  2.77  1.13  -2.82
H  4.97  1.79  -3.70
H  7.03  0.92  -2.65
H  6.89  -0.64  -0.74
H  4.70  -1.34  0.12
H  2.08  -2.66  -2.67
H  2.27  -5.12  -2.58
H  2.43  -6.27  -0.40
H  2.42  -4.97  1.69
H  2.23  -2.51  1.61
H  -0.41  1.12  3.98
H  -1.05  -0.15  6.00
H  -1.40  -2.59  5.87
H  -1.12  -3.77  3.72
H  -0.50  -2.51  1.69
H  -2.23  1.75  1.14
H  -2.75  4.14  1.42
H  -0.94  5.75  1.92
H  1.39  4.95  2.16
H  1.92  2.57  1.89
O  -1.49  -1.81  -0.97
C  -2.51  -1.16  -1.33
O  -2.34  0.03  -1.76
C  -3.87  -1.74  -1.22
C  -4.03  -3.09  -0.92
C  -5.31  -3.62  -0.81
C  -6.42  -2.81  -1.00
C  -6.23  -1.47  -1.29
C  -4.97  -0.92  -1.42
N  -7.41  -0.60  -1.48
O  -7.20  0.59  -1.59
O  -8.49  -1.14  -1.58
H  -3.16  -3.70  -0.77
H  -5.44  -4.67  -0.58
H  -7.43  -3.20  -0.93
H  -4.86  0.13  -1.65
N  0.09  7.22  -2.96
C  0.04  6.09  -2.73
C  -0.02  4.68  -2.43
C  -1.15  3.94  -2.75
C  -1.17  2.59  -2.43
N  -0.13  1.98  -1.82
C  0.94  2.71  -1.52
C  1.05  4.06  -1.81
H  -2.00  4.39  -3.23
H  -2.03  1.98  -2.65
H  1.75  2.20  -1.01
H  1.94  4.61  -1.54


# 3
The following is a quantum chemistry calculation of the molecule ClH2PS, from OMol25.

- total charge = 0
- ΔE to the lowest compared entry with this formula, charge and spin (kcal per mole) = 16.35
- SMILES = SPCl
- gap between HOMO and LUMO (eV) = 8.641

Atoms and positions in Å:
S  -0.74  0.86  -0.85
P  0.50  0.32  0.81
Cl  2.30  -0.61  -0.51
H  -2.01  0.32  -0.61
H  -0.05  -0.89  1.17


# 4
The following is a quantum chemistry calculation of a cluster of 8 separate species, C13H42BrN12O7 in total, from OMol25.

- total charge = -1
- ΔE to the lowest compared entry with this formula, charge and spin (kcal per mole) = 31.81
- gap between HOMO and LUMO (eV) = 9.642

Atoms and positions in Å:
Br  -26.81  5.18  -10.53
C  -25.88  1.70  -7.67
O  -26.00  0.81  -6.83
N  -24.69  2.27  -7.99
N  -26.95  2.40  -8.16
H  -23.84  1.84  -7.68
H  -24.66  3.06  -8.60
H  -26.84  3.18  -8.79
H  -27.92  2.20  -7.99
C  -29.22  5.72  -7.14
O  -29.98  5.76  -6.16
N  -28.24  6.63  -7.31
N  -29.32  4.78  -8.10
H  -28.19  7.46  -6.75
H  -27.74  6.66  -8.19
H  -28.70  4.82  -8.90
H  -29.95  4.01  -8.00
C  -25.71  9.08  -8.44
O  -25.53  9.68  -7.38
N  -26.15  9.72  -9.56
N  -25.40  7.76  -8.63
H  -26.06  9.36  -10.49
H  -26.29  10.70  -9.39
H  -25.19  7.22  -7.82
H  -25.63  7.30  -9.50
C  -30.81  5.74  -12.51
O  -31.99  5.53  -12.82
N  -30.01  6.43  -13.39
N  -30.13  5.19  -11.47
H  -29.04  6.58  -13.17
H  -30.51  6.66  -14.23
H  -30.57  4.67  -10.73
H  -29.13  5.34  -11.40
C  -22.58  3.75  -10.94
O  -21.52  3.39  -11.45
N  -22.64  4.77  -10.04
N  -23.76  3.10  -11.14
H  -23.46  5.12  -9.59
H  -21.75  5.21  -9.86
H  -23.77  2.34  -11.79
H  -24.60  3.51  -10.77
C  -23.75  7.20  -12.25
C  -24.40  7.27  -13.60
C  -23.94  6.02  -14.39
O  -24.61  5.89  -15.62
C  -24.10  6.77  -16.63
N  -25.85  7.33  -13.38
H  -23.74  6.24  -11.75
H  -24.04  8.10  -11.70
H  -22.67  7.39  -12.35
H  -24.12  8.24  -14.01
H  -24.20  5.15  -13.79
H  -22.85  5.90  -14.49
H  -24.58  6.44  -17.55
H  -23.02  6.68  -16.65
H  -24.41  7.79  -16.40
H  -26.39  6.93  -14.15
H  -26.06  6.69  -12.61
C  -28.21  0.72  -14.27
C  -27.66  2.08  -13.88
C  -28.68  3.20  -14.10
O  -28.90  3.26  -15.52
C  -30.20  2.93  -15.97
N  -27.08  2.06  -12.49
H  -28.32  0.54  -15.34
H  -29.27  0.67  -13.97
H  -27.75  -0.14  -13.78
H  -26.87  2.26  -14.61
H  -28.19  4.15  -13.90
H  -29.61  3.10  -13.54
H  -30.42  1.88  -15.76
H  -30.21  3.02  -17.05
H  -30.92  3.53  -15.41
H  -26.89  3.06  -12.39
H  -26.16  1.69  -12.71


# 5
The following is a quantum chemistry calculation of a structure of composition C40H27BF4LaN7O13P2, from OMol25.

- total charge = -2
- ΔE to the lowest compared entry with this formula, charge and spin (kcal per mole) = 23.39
- gap between HOMO and LUMO (eV) = 7.750

Atoms and positions in Å:
La  1.54  0.85  0.97
O  3.37  3.70  -2.11
C  3.29  2.86  -1.23
O  2.61  2.89  -0.17
C  3.89  1.48  -1.56
C  4.56  1.32  -2.77
C  5.06  0.06  -3.14
C  4.83  -1.02  -2.19
C  4.08  -0.72  -1.06
N  3.61  0.48  -0.74
C  3.49  -1.82  -0.17
O  3.82  -2.98  -0.47
O  2.62  -1.44  0.66
H  4.76  2.18  -3.44
H  5.71  -0.12  -3.93
H  5.19  -2.03  -2.24
O  0.69  -0.11  -1.47
P  -0.49  -0.45  -2.33
C  -1.96  -0.66  -1.24
P  -1.61  -1.40  0.32
O  -0.63  -0.69  1.17
C  -1.08  -3.06  -0.13
C  -1.90  -4.11  -0.47
C  -1.40  -5.35  -0.87
C  -0.02  -5.51  -0.86
C  0.77  -4.51  -0.38
C  0.28  -3.27  -0.02
C  -3.18  -1.53  1.27
C  -4.44  -1.94  0.78
C  -5.60  -1.85  1.54
C  -5.50  -1.49  2.88
C  -4.29  -1.09  3.37
C  -3.15  -1.05  2.56
C  -0.97  0.74  -3.61
C  -2.11  0.57  -4.43
C  -2.44  1.55  -5.41
C  -1.70  2.67  -5.63
C  -0.50  2.78  -4.92
C  -0.18  1.86  -3.88
C  -0.24  -2.03  -3.17
C  -1.16  -2.67  -4.00
C  -0.71  -3.79  -4.74
C  0.61  -4.22  -4.62
C  1.54  -3.60  -3.84
C  1.13  -2.44  -3.17
H  -2.83  -1.14  -1.64
H  -2.24  0.39  -0.95
H  -2.94  -4.00  -0.42
H  -2.10  -6.19  -0.97
H  0.46  -6.49  -1.03
H  1.85  -4.78  -0.25
H  0.91  -2.46  0.27
H  -4.55  -2.18  -0.28
H  -6.56  -2.34  1.16
H  -6.33  -1.52  3.56
H  -4.29  -0.67  4.42
H  -2.21  -0.63  2.95
H  -2.85  -0.25  -4.33
H  -3.43  1.42  -5.80
H  -1.99  3.37  -6.40
H  0.18  3.60  -5.12
H  0.66  2.06  -3.25
H  -2.18  -2.26  -4.09
H  -1.42  -4.21  -5.47
H  0.92  -5.17  -5.10
H  2.60  -3.87  -3.71
H  1.81  -1.82  -2.56
F  1.43  -1.03  3.14
B  2.55  -0.54  3.81
F  3.12  0.42  2.85
F  3.54  -1.42  4.06
F  2.13  0.14  4.98
N  -0.52  2.13  -0.19
C  -1.60  2.57  -0.09
N  -2.80  3.01  -0.11
C  -3.87  2.25  -0.09
N  -4.87  1.67  -0.04
O  0.20  6.69  7.15
N  -0.25  5.55  6.98
O  -1.27  5.14  7.51
C  0.40  4.68  6.01
C  1.62  5.06  5.40
C  2.08  4.25  4.40
C  1.33  3.19  3.80
O  1.56  2.73  2.68
C  0.13  2.85  4.55
C  -0.28  3.53  5.63
N  -0.69  1.70  4.23
O  -1.33  1.12  5.08
O  -0.72  1.34  3.03
N  3.46  4.56  3.82
O  4.09  3.75  3.26
O  3.92  5.66  4.07
H  2.19  5.84  5.87
H  -1.18  3.21  6.16


# 6
The following is a quantum chemistry calculation of a structure of composition C36H41N8O2SZr, from OMol25.

- total charge = +1
- ΔE to the lowest compared entry with this formula, charge and spin (kcal per mole) = 248.11
- gap between HOMO and LUMO (eV) = 6.256

Atoms and positions in Å:
Zr  0.95  -0.25  -0.48
C  -0.71  1.72  -2.76
C  0.00  2.98  -2.31
C  -0.04  3.33  -0.85
C  -0.75  4.44  -0.41
C  -0.69  4.80  0.93
C  0.06  4.03  1.80
C  0.73  2.94  1.28
N  0.69  2.59  -0.02
N  -0.19  0.35  -2.39
C  -1.10  -0.58  -3.14
C  -0.93  -2.04  -2.80
C  -1.83  -2.97  -3.29
C  -1.63  -4.30  -2.97
C  -0.55  -4.66  -2.18
C  0.30  -3.66  -1.73
N  0.10  -2.38  -2.05
C  1.08  0.17  -3.19
C  2.36  0.71  -2.58
C  3.03  1.81  -3.08
C  4.24  2.32  -2.61
C  4.84  1.80  -1.43
C  4.44  0.75  -0.68
N  3.14  -0.14  -1.38
H  -0.75  1.75  -3.86
H  -1.75  1.77  -2.42
H  -0.52  3.78  -2.85
H  1.03  3.01  -2.63
H  -1.33  5.03  -1.11
H  -1.24  5.66  1.29
H  0.10  4.23  2.86
H  1.26  2.16  1.77
H  -0.72  -0.37  -4.14
H  -2.16  -0.32  -3.05
H  -2.67  -2.66  -3.90
H  -2.32  -5.06  -3.34
H  -0.37  -5.69  -1.90
H  1.15  -3.87  -1.10
H  1.03  0.67  -4.16
H  1.20  -0.89  -3.40
H  2.56  2.30  -3.92
H  4.70  3.17  -3.09
H  5.72  2.30  -1.04
H  4.77  0.33  0.26
S  1.86  0.25  1.96
C  0.37  0.76  2.77
N  0.47  1.01  4.03
N  -0.64  1.21  4.79
C  -1.75  0.37  4.97
C  -1.84  -0.92  4.46
C  -2.97  -1.68  4.70
C  -4.03  -1.19  5.44
C  -3.93  0.09  5.97
C  -2.80  0.86  5.74
N  -0.91  0.76  2.17
N  -1.08  0.56  0.97
C  -2.47  0.64  0.58
C  -2.78  0.33  -0.74
C  -4.08  0.44  -1.20
C  -5.09  0.81  -0.33
C  -4.79  1.08  1.00
C  -3.48  1.00  1.46
H  -0.49  1.91  5.50
H  -1.02  -1.35  3.89
H  -3.02  -2.69  4.29
H  -4.91  -1.79  5.62
H  -4.73  0.50  6.57
H  -2.73  1.86  6.16
H  -1.94  0.07  -1.37
H  -4.32  0.23  -2.23
H  -6.11  0.89  -0.68
H  -5.57  1.37  1.69
H  -3.25  1.22  2.50
C  3.79  -1.28  -2.18
C  4.14  -2.34  -1.14
O  3.13  -2.35  -0.17
C  3.33  -3.40  0.79
C  2.19  -3.41  1.78
H  4.67  -1.02  -2.76
H  3.70  0.65  -1.87
H  2.98  -1.73  -2.75
H  5.11  -2.11  -0.66
H  4.25  -3.32  -1.63
H  4.29  -3.23  1.30
H  3.40  -4.35  0.26
H  2.12  -2.46  2.31
H  2.36  -4.21  2.50
H  1.23  -3.58  1.28
O  0.09  -1.52  0.33


# 7
The following is a quantum chemistry calculation of a structure of composition CH10GaN3PPd, from OMol25.

- total charge = +1
- ΔE to the lowest compared entry with this formula, charge and spin (kcal per mole) = 0.00
- gap between HOMO and LUMO (eV) = 4.857

Atoms and positions in Å:
N  2.40  -1.76  0.48
P  0.91  -1.53  0.19
Ga  0.70  0.82  -0.69
N  1.28  2.18  0.38
C  -1.37  0.37  -0.61
N  -1.93  0.60  0.69
H  2.69  -1.87  1.45
H  -0.07  -1.69  1.20
H  0.44  -2.17  -0.97
H  1.24  0.97  -2.14
H  1.88  2.83  -0.13
H  1.67  2.09  1.30
H  -1.37  -0.70  -0.95
H  -1.76  1.07  -1.36
H  -1.30  0.66  1.48
H  -2.62  -0.11  0.94
Pd  -2.78  -1.76  -1.27


# 8
The following is a quantum chemistry calculation of a structure of composition C25H42BeCaCl2F2N6O8, from OMol25.

- total charge = 0
- gap between HOMO and LUMO (eV) = 1.419

Atoms and positions in Å:
N  -5.16  2.50  -2.83
C  -4.48  1.43  -2.83
N  -4.85  0.29  -2.06
N  -3.34  1.35  -3.64
C  -2.22  0.57  -3.09
C  -1.05  0.67  -4.07
C  0.10  -0.37  -3.86
C  0.03  -1.14  -2.55
C  0.44  -0.33  -1.39
C  -0.15  -0.49  -0.12
N  0.13  0.18  0.95
C  1.09  1.13  0.73
C  1.46  1.96  1.81
C  2.44  2.90  1.69
C  3.12  3.07  0.48
Cl  4.41  4.20  0.33
C  2.78  2.31  -0.61
C  1.74  1.32  -0.49
N  1.41  0.57  -1.63
H  -5.97  2.37  -2.23
H  -4.39  0.37  -1.16
H  -4.54  -0.56  -2.52
H  -3.02  2.30  -3.79
H  -2.55  -0.45  -3.03
H  -1.93  0.95  -2.10
H  -1.45  0.54  -5.07
H  -0.66  1.71  -4.04
H  0.09  -1.09  -4.67
H  1.04  0.16  -3.97
H  -0.93  -1.61  -2.36
H  0.77  -1.96  -2.65
H  -0.90  -1.26  -0.02
H  0.97  1.86  2.76
H  2.72  3.54  2.52
H  3.29  2.41  -1.56
F  2.11  -2.86  -3.43
Ca  0.78  2.60  -1.99
C  -2.15  3.47  2.96
O  -1.90  4.05  4.23
C  -1.95  5.46  4.27
C  -2.75  5.98  5.44
O  -4.14  5.71  5.41
C  -4.59  4.37  5.57
C  -4.34  3.74  6.92
O  -2.97  3.47  7.14
C  -2.49  3.87  8.41
H  -1.21  3.33  2.41
H  -2.59  2.49  3.11
H  -2.84  4.06  2.36
H  -2.37  5.87  3.34
H  -0.93  5.84  4.37
H  -2.68  7.07  5.41
H  -2.31  5.67  6.39
H  -4.22  3.74  4.76
H  -5.68  4.43  5.44
H  -4.87  2.78  6.94
H  -4.75  4.38  7.70
H  -2.95  4.80  8.75
H  -1.41  4.03  8.32
H  -2.66  3.08  9.16
F  -1.96  1.54  -0.18
N  4.03  -5.91  -5.31
C  3.64  -5.33  -4.13
C  4.56  -5.65  -3.18
C  5.56  -6.45  -3.81
C  5.22  -6.59  -5.12
H  3.54  -5.82  -6.17
H  2.73  -4.74  -4.09
H  4.53  -5.34  -2.15
H  6.44  -6.87  -3.34
H  5.70  -7.10  -5.93
Cl  1.35  -1.15  2.54
Be  3.02  -1.82  4.16
C  4.46  -2.83  -6.22
O  3.46  -3.26  -6.79
O  4.48  -2.32  -5.06
O  5.63  -2.83  -6.68
C  2.59  -5.98  4.08
O  1.65  -4.98  4.43
H  2.12  -6.95  4.23
H  2.88  -5.90  3.02
H  3.49  -5.92  4.70
H  2.08  -4.12  4.29
O  1.21  -6.53  -7.30
H  0.36  -6.31  -6.86
H  1.25  -6.20  -8.22
H  1.43  -7.48  -7.24


| no. | electronic energy (eV) | F_max (eV/Å) |
| --- | --- | --- |
| 1 | -15013.000 | 1.2 |
| 2 | -110258.397 | 0.6 |
| 3 | -32678.557 | 2.7 |
| 4 | -116426.486 | 2.4 |
| 5 | -109959.630 | 4.3 |
| 6 | -66115.082 | 3.8 |
| 7 | -70801.122 | 1.8 |
| 8 | -101230.189 | 3.5 |